Computed, not measured: a 10-piece molecular cluster, C57H83BN2O33S overall in a non-equilibrium geometry, with wB97M-V/def2-TZVPD.

- max |F| (Eh/bohr) = 0.030
- orbital gap (eV) = 8.91
- HOMO level (Eh) = -0.3193
- charge = 0

Each line ends with the Mulliken charge.
Atoms and positions in Å:
C  -0.5624  -7.3692  2.3787  -1.12
C  0.1303  -7.3951  1.0390  -0.26
O  0.7099  -6.1201  0.6512  -0.35
C  -0.1075  -5.0616  0.8832  0.13
O  -1.0973  -4.9041  0.2374  -0.56
C  0.3808  -4.0950  1.9152  -0.98
C  0.5733  -2.6928  1.2885  -0.61
C  0.0354  -1.5293  2.1414  -1.24
C  -1.1421  -0.7541  1.4902  2.66
C  -2.2351  -1.7504  1.0819  -1.18
C  -2.7869  -2.7403  2.1285  1.69
C  -4.1835  -3.1592  1.6410  -2.12
C  -2.9428  -2.2546  3.5674  -2.03
C  -0.4828  -0.1233  0.2203  -1.19
B  -1.2189  -0.2348  -1.1936  0.18
C  -0.3805  -0.3488  -2.5339  -1.15
O  -2.5883  -0.1952  -1.2687  0.04
C  -0.2853  1.3697  0.4735  -0.83
O  -0.6218  2.1349  -0.6653  0.08
C  -0.8196  3.5106  -0.3919  0.12
C  0.4331  4.2359  0.1140  -1.52
O  -1.0535  1.6920  1.5876  -0.27
C  -1.6195  0.5367  2.2388  0.66
C  -3.1664  0.7808  2.1335  -0.35
C  -3.5758  1.6848  0.9608  -0.02
C  -5.0280  1.4396  0.5259  -0.47
C  -6.0569  1.4551  1.6445  -0.96
S  -7.7443  1.3805  0.9496  -0.27
C  -7.8666  -0.2934  0.5705  0.62
N  -8.8505  -0.8280  -0.0861  -0.38
N  -8.5718  -2.1781  -0.1690  -0.49
C  -7.4470  -2.3500  0.4334  -0.19
O  -6.9274  -1.2162  0.9263  -0.09
C  -1.2198  0.7445  3.7166  -1.14
C  0.2581  0.8387  4.0248  -0.51
C  0.8429  -0.1238  4.8640  0.05
C  2.2013  -0.1083  5.1818  -1.35
C  3.0081  0.8907  4.6498  0.11
C  2.4420  1.8823  3.8447  -0.95
C  1.0808  1.8573  3.5443  -0.07
H  -0.7287  -8.3993  2.6660  0.52
H  -1.5268  -6.8713  2.3574  0.26
H  0.0678  -6.9257  3.1444  0.29
H  -0.5642  -7.6811  0.2535  0.26
H  0.9574  -8.0903  1.0810  0.36
H  -0.2721  -4.0710  2.7814  0.54
H  1.3408  -4.4595  2.2626  0.62
H  0.2013  -2.6782  0.2711  -0.72
H  1.6474  -2.5609  1.2027  0.95
H  0.8517  -0.8256  2.2638  0.69
H  -0.1789  -1.8950  3.1427  0.31
H  -1.8885  -2.3674  0.2589  0.62
H  -3.0675  -1.1985  0.6647  0.37
H  -2.2112  -3.6600  2.1666  -0.19
H  -4.1416  -3.3063  0.5615  0.53
H  -4.4982  -4.0948  2.0943  0.45
H  -4.8902  -2.3579  1.8321  0.32
H  -2.0026  -2.1058  4.0904  0.24
H  -3.4712  -3.0295  4.1221  0.71
H  -3.5375  -1.3545  3.6686  0.08
H  0.5202  -0.4812  0.0141  0.87
H  -0.5154  -1.3277  -2.9965  0.26
H  -0.6195  0.4440  -3.2367  0.08
H  0.6833  -0.2757  -2.3205  0.38
H  -2.8503  -0.4249  -2.1679  0.03
H  0.7734  1.5753  0.6732  0.60
H  -1.6531  3.6726  0.2845  0.00
H  -1.1021  3.9512  -1.3429  0.50
H  0.5695  5.1446  -0.4667  0.41
H  1.3315  3.6449  -0.0250  0.31
H  0.3443  4.5471  1.1488  0.32
H  -3.7144  -0.1480  2.0326  -0.83
H  -3.5344  1.2407  3.0461  0.57
H  -2.9784  1.5025  0.0784  -0.50
H  -3.5120  2.7230  1.2730  0.49
H  -5.0770  0.4506  0.0654  -0.46
H  -5.3381  2.1565  -0.2301  1.06
H  -6.0384  2.3699  2.2286  0.60
H  -5.9625  0.6020  2.3044  0.19
H  -6.9764  -3.3069  0.5385  0.57
H  -1.6460  -0.0092  4.3686  0.38
H  -1.6691  1.6829  4.0330  0.70
H  0.2244  -0.9091  5.2767  0.48
H  2.5903  -0.8776  5.8279  0.42
H  4.0649  0.8982  4.8575  0.36
H  3.0795  2.6547  3.4450  0.56
H  0.6687  2.6217  2.9055  0.62
C  -1.3344  3.1312  -4.3908  0.61
C  -2.0632  4.2315  -5.1287  -0.35
O  -1.4862  4.1577  -6.4381  -0.35
C  -0.9973  2.9040  -6.6128  0.54
O  -0.6151  2.4706  -7.6501  -0.57
O  -1.0192  2.2173  -5.4484  -0.27
H  -1.9521  2.6488  -3.6371  -0.40
H  -0.4045  3.4747  -3.9322  0.28
H  -3.1347  4.0387  -5.2034  0.21
H  -1.9063  5.2168  -4.6973  0.30
C  5.8075  3.3756  0.6535  0.30
C  6.4745  2.1603  0.0572  -0.29
O  6.8577  1.4195  1.2321  -0.37
C  6.0579  1.7976  2.2450  0.49
O  6.0183  1.2622  3.3128  -0.52
O  5.3122  2.8649  1.9095  -0.27
H  4.9991  3.7576  0.0462  0.30
H  6.5070  4.1779  0.8583  -0.24
H  5.7884  1.5508  -0.5327  0.28
H  7.3438  2.4056  -0.5450  0.29
C  1.3879  -4.1229  -2.6442  0.00
C  2.3529  -5.2890  -2.6045  -0.30
O  3.5882  -4.6817  -2.9951  -0.38
C  3.5140  -3.3555  -2.7170  0.54
O  4.4279  -2.6025  -2.7649  -0.54
O  2.2474  -3.0123  -2.3689  -0.14
H  0.6000  -4.1935  -1.8970  0.03
H  0.9372  -3.9844  -3.6291  0.27
H  2.4629  -5.6979  -1.5985  0.22
H  2.0868  -6.0895  -3.2901  0.33
C  10.3198  6.3575  1.6825  -0.36
C  9.1031  7.2174  1.9570  -0.30
O  8.2916  6.9700  0.8015  -0.29
C  8.6472  5.7729  0.2829  0.66
O  8.0447  5.1982  -0.5656  -0.45
O  9.7733  5.3103  0.8736  -0.33
H  10.7694  5.9475  2.5825  0.30
H  11.0832  6.8832  1.1061  0.27
H  8.5565  6.8978  2.8454  0.27
H  9.3332  8.2760  2.0401  0.28
C  6.9602  2.1594  6.0305  0.62
C  6.9045  1.9516  7.5288  -0.37
O  7.6194  3.0913  8.0251  -0.34
C  7.5611  4.0665  7.0861  0.64
O  7.9162  5.1882  7.2563  -0.55
O  7.0496  3.5887  5.9309  -0.27
H  6.0888  1.7936  5.5080  -0.49
H  7.8514  1.7216  5.5798  0.25
H  5.8845  1.9817  7.9169  0.29
H  7.3828  1.0315  7.8539  0.32
C  6.2762  7.9368  -3.2659  -0.31
C  5.4367  7.2782  -4.3418  -0.33
O  5.3617  5.9272  -3.8811  -0.33
C  5.5670  5.9229  -2.5416  0.57
O  5.4079  4.9804  -1.8393  -0.47
O  5.9778  7.1397  -2.1178  -0.27
H  6.0102  8.9753  -3.0870  0.30
H  7.3462  7.8698  -3.4708  0.26
H  4.4267  7.6891  -4.3934  0.25
H  5.8896  7.3187  -5.3288  0.30
C  -1.5107  -11.3524  -1.4986  -0.31
C  -2.8026  -10.6537  -1.1256  -0.34
O  -2.6971  -10.5640  0.2992  -0.33
C  -1.3872  -10.6182  0.6322  0.71
O  -0.9571  -10.3997  1.7176  -0.55
O  -0.6332  -10.9491  -0.4418  -0.33
H  -1.1143  -11.0411  -2.4612  0.29
H  -1.6028  -12.4394  -1.4826  0.28
H  -2.8668  -9.6450  -1.5370  0.26
H  -3.6915  -11.2117  -1.4063  0.30
C  -7.0967  0.0966  -2.5404  0.21
C  -6.1603  -1.0807  -2.7183  0.12
O  -5.0794  -0.5055  -3.4740  -0.27
C  -5.0833  0.8303  -3.2520  0.84
O  -4.2051  1.5652  -3.5823  -0.69
O  -6.1851  1.2075  -2.5853  -0.36
H  -7.6331  0.0811  -1.5942  -0.20
H  -7.8073  0.1920  -3.3576  0.14
H  -5.7604  -1.4458  -1.7695  -0.16
H  -6.6088  -1.9078  -3.2620  0.41
C  -6.7085  0.7348  -8.1287  -0.39
C  -5.7865  0.9384  -6.9448  -0.24
O  -6.6983  0.8748  -5.8395  -0.17
C  -7.7868  0.1698  -6.2296  0.61
O  -8.6420  -0.2109  -5.4960  -0.53
O  -7.7636  -0.0511  -7.5603  -0.37
H  -6.2406  0.2038  -8.9527  0.30
H  -7.1300  1.6711  -8.4975  0.27
H  -5.0511  0.1399  -6.8374  0.24
H  -5.2730  1.8955  -6.9583  0.25

=====

Computed, not measured: a 9-piece molecular cluster, C57H84FN12O9 overall in a non-equilibrium geometry, with wB97M-V/def2-TZVPD.

- max |F| (Eh/bohr) = 0.198
- orbital gap (eV) = 5.22
- HOMO level (Eh) = -0.3427
- charge = +1

Each line ends with the Mulliken charge.
Atoms and positions in Å:
C  2.7152  -3.4967  3.1383  -0.84
C  3.5391  -3.3173  1.7282  -0.11
O  2.6657  -2.9599  0.5681  -0.21
C  1.7342  -1.9576  1.1090  0.36
O  2.2701  -0.7603  1.4761  -0.58
C  0.1308  -2.1430  1.3721  -0.75
C  -0.8228  -1.6590  0.0849  -0.04
C  -0.6831  -0.0157  -0.2006  0.23
N  -1.4889  0.5166  -1.3505  1.72
C  -1.5655  -0.3236  -2.5831  -0.36
C  -2.5304  -1.5567  -2.7910  -1.16
C  -3.5876  -2.0889  -1.7002  0.69
C  -5.0556  -2.3568  -2.4578  -0.27
O  -6.1828  -1.7043  -2.1755  -0.60
O  -5.0979  -3.3480  -3.5523  -0.35
C  -5.0952  -4.6996  -2.9246  -0.07
C  -3.6473  -5.4844  -3.1152  -0.87
C  -2.8884  1.1213  -1.1005  0.07
C  -3.5546  1.0821  0.3866  -1.03
C  -5.1960  0.7565  0.3846  0.50
O  -5.5376  0.5436  1.8308  -0.62
C  -6.1138  2.0188  -0.1109  -0.68
N  -5.8939  3.3089  0.6468  -0.52
C  -3.1092  2.7187  -1.5164  -0.68
C  -1.7492  2.9567  -2.3682  -0.34
O  -1.3172  4.3627  -2.3741  -0.57
C  -0.7194  1.8222  -1.6756  0.18
C  0.4575  1.8821  -2.7825  -1.01
C  1.7683  0.9525  -2.6036  -0.01
O  2.0165  0.0283  -3.5746  -0.77
N  2.8159  1.0094  -1.5019  0.36
C  3.9450  1.8974  -2.0659  -0.80
C  3.4736  -0.3870  -1.4843  -0.50
C  -0.1661  2.7447  -0.4259  -0.44
O  1.0921  3.2674  -0.3599  -0.55
N  -0.9770  3.0667  0.8494  0.32
C  -0.5035  4.4667  1.2924  0.57
O  0.2745  4.5738  2.3954  -0.49
F  -0.8500  5.7253  0.5935  -0.23
H  2.5424  -2.4781  3.7272  0.20
H  1.6691  -4.0394  3.0061  0.25
H  3.3240  -4.1856  3.8992  0.36
H  4.3339  -2.4601  1.8852  0.07
H  4.1290  -4.3246  1.5300  0.40
H  -0.2575  -1.5840  2.3282  0.32
H  -0.0837  -3.2957  1.5169  0.42
H  -0.6160  -2.3068  -0.8672  0.35
H  -1.9333  -1.7801  0.5077  -0.04
H  0.5002  0.0914  -0.3220  -0.48
H  -0.9208  0.4397  0.8590  -0.03
H  -0.4510  -0.7102  -2.7845  0.09
H  -1.7719  0.4282  -3.4912  0.43
H  -3.1687  -1.3834  -3.7907  0.41
H  -1.8682  -2.5111  -3.0867  0.42
H  -3.2570  -3.1820  -1.3472  0.38
H  -3.7153  -1.4802  -0.7130  -0.23
H  -5.9113  -5.3977  -3.4410  0.37
H  -5.3592  -4.6516  -1.7614  0.13
H  -3.0539  -5.1314  -4.0750  0.21
H  -2.9388  -5.3609  -2.1786  0.19
H  -3.8979  -6.6389  -3.2541  0.35
H  -3.7853  0.6705  -1.7503  0.46
H  -3.1045  0.2676  1.1209  0.13
H  -3.4668  2.1103  0.9870  0.54
H  -5.4298  -0.2620  -0.1408  0.01
H  -6.2105  -0.2152  1.8689  0.40
H  -7.2493  1.7169  0.0627  0.43
H  -5.9788  2.1603  -1.2885  0.14
H  -6.7418  3.4370  1.2702  0.29
H  -5.9367  4.0968  -0.0675  0.25
H  -3.2340  3.5100  -0.6646  0.24
H  -4.0589  2.8019  -2.2319  0.31
H  -1.9454  2.7393  -3.5071  0.43
H  -1.7797  4.8263  -1.6159  0.42
H  -0.0081  1.6297  -3.8542  0.32
H  0.8411  3.0053  -2.9216  0.56
H  3.6178  3.0091  -2.2280  0.23
H  4.8213  1.8615  -1.2596  0.33
H  4.3362  1.5002  -3.1192  0.30
H  2.6939  -1.2591  -1.4126  0.00
H  4.1020  -0.4340  -0.4703  0.33
H  4.2506  -0.5372  -2.3463  0.35
H  -0.6408  2.4508  1.6498  0.32
N  4.3361  -1.9489  6.6545  0.02
C  4.2560  -2.9826  7.5510  -0.55
C  5.4265  -3.7038  7.4747  -0.49
C  6.2437  -3.0798  6.5021  -0.40
C  5.5469  -1.9971  6.0139  -0.25
H  3.6150  -1.2581  6.4917  0.22
H  3.3747  -3.1169  8.1637  0.39
H  5.6664  -4.5837  8.0575  0.40
H  7.2342  -3.3866  6.1917  0.39
H  5.8079  -1.2596  5.2667  0.28
N  3.0837  0.2800  -6.6243  0.09
C  2.3860  -0.4412  -7.5579  -0.32
C  3.0143  -0.2846  -8.7732  -0.59
C  4.1337  0.5559  -8.5640  -0.56
C  4.1541  0.8872  -7.2276  -0.37
H  2.8463  0.3521  -5.6434  0.34
H  1.5037  -1.0013  -7.2787  0.35
H  2.7010  -0.7288  -9.7091  0.37
H  4.8483  0.8836  -9.3078  0.38
H  4.8362  1.5026  -6.6562  0.35
N  -2.7806  8.0323  1.6284  0.12
C  -2.5291  9.3310  1.2699  -0.46
C  -3.7007  10.0429  1.3994  -0.55
C  -4.6923  9.1431  1.8579  -0.47
C  -4.0960  7.9094  1.9936  -0.78
H  -2.1017  7.2822  1.6251  0.17
H  -1.5410  9.6363  0.9525  0.41
H  -3.8271  11.0967  1.1878  0.39
H  -5.7295  9.3707  2.0673  0.40
H  -4.4944  6.9569  2.3165  0.80
N  -8.3146  -3.1609  -0.9914  0.16
C  -8.0249  -4.2051  -0.1522  -0.37
C  -9.0237  -5.1442  -0.2808  -0.61
C  -9.9452  -4.6517  -1.2355  -0.41
C  -9.4812  -3.4268  -1.6600  -0.56
H  -7.7547  -2.3253  -1.1009  0.21
H  -7.1360  -4.1898  0.4642  0.42
H  -9.0818  -6.0832  0.2543  0.42
H  -10.8496  -5.1384  -1.5772  0.41
H  -9.8809  -2.7229  -2.3778  0.38
N  -4.9112  7.4880  5.3427  0.09
C  -6.2099  7.8229  5.6251  -0.22
C  -6.3493  7.8698  6.9942  -0.60
C  -5.0888  7.5579  7.5573  -0.39
C  -4.2187  7.3296  6.5149  -0.54
H  -4.5241  7.3762  4.4146  0.19
H  -6.9222  7.9972  4.8298  0.35
H  -7.2601  8.1045  7.5296  0.37
H  -4.8421  7.5062  8.6099  0.38
H  -3.1691  7.0673  6.5069  0.34
N  7.8126  -3.3208  -1.5024  0.09
C  7.9425  -2.4406  -0.4599  -0.71
C  6.6850  -2.1817  0.0379  -0.82
C  5.7648  -2.9370  -0.7276  0.82
C  6.4885  -3.6332  -1.6696  -1.24
H  8.5745  -3.6838  -2.0604  0.22
H  8.9160  -2.0736  -0.1633  0.44
H  6.4554  -1.5212  0.8640  0.55
H  4.6900  -2.9700  -0.6044  0.32
H  6.1753  -4.3214  -2.4434  0.37
N  4.0027  -6.4809  -3.1776  0.14
C  2.9328  -7.3216  -3.3424  -0.47
C  3.2505  -8.2261  -4.3308  -0.41
C  4.5604  -7.9240  -4.7737  -0.58
C  5.0020  -6.8440  -4.0427  -0.24
H  4.0482  -5.7134  -2.5200  0.15
H  2.0388  -7.2035  -2.7448  0.36
H  2.6087  -9.0188  -4.6929  0.38
H  5.1214  -8.4393  -5.5426  0.37
H  5.9388  -6.3033  -4.0649  0.30
N  8.6874  0.2954  4.6648  0.10
C  7.6630  1.1800  4.4490  -0.38
C  8.1262  2.4452  4.7333  -0.51
C  9.4793  2.3198  5.1288  -0.44
C  9.8006  0.9820  5.0746  -0.50
H  8.6310  -0.7071  4.5402  0.20
H  6.6942  0.8342  4.1140  0.37
H  7.5519  3.3598  4.6622  0.39
H  10.1477  3.1194  5.4211  0.38
H  10.7232  0.4611  5.2932  0.39

=====

What did we get for total energy? Answer: -142516.1385 -99470.3526 eV, in the order shown.